(1)
116
Properties=species:S:1:pos:R:3:mulliken_charge:R:1 method="wB97M-V/def2-TZVPD" homo_lumo_gap_ha=0.3235 e_lumo_ev=-2.421 molar_mass_g_mol=647.80 total_charge=+1 energy_ev=-69139.102
O 2.800 3.152 -2.150 -0.503
C 3.592 3.632 -1.412 0.000
O 3.587 4.884 -0.986 -0.188
C 2.849 5.787 -1.825 -0.975
C 1.539 6.183 -1.143 -0.298
C 0.311 6.097 -2.072 -0.957
C -0.864 5.381 -1.415 -0.928
P -0.635 3.580 -1.662 0.522
H 4.387 3.027 -0.980 0.436
H 3.452 6.673 -1.911 0.352
H 2.704 5.413 -2.825 0.586
H 1.604 7.196 -0.785 0.529
H 1.446 5.563 -0.261 0.217
H 0.033 7.096 -2.351 0.437
H 0.614 5.559 -2.961 0.536
H -0.962 5.580 -0.361 0.451
H -1.768 5.623 -1.950 0.498
H -1.605 3.084 -2.535 0.050
H -0.649 2.880 -0.454 0.121
H 0.605 3.349 -2.266 0.048
C -0.286 -0.582 -2.277 -0.337
O 0.026 0.811 -2.094 -0.411
H -0.884 -0.907 -1.431 0.192
H -0.851 -0.724 -3.199 0.321
H 0.634 -1.165 -2.313 -0.007
H 0.562 1.080 -2.849 0.252
C 0.602 -2.944 1.143 -0.357
O -0.441 -1.994 0.914 -0.443
H 0.186 -3.943 1.029 0.125
H 1.410 -2.806 0.418 0.222
H 0.989 -2.831 2.159 0.318
H -0.068 -1.114 1.029 0.141
C -3.625 2.889 -5.123 -0.350
O -3.556 4.174 -4.498 -0.495
H -2.955 2.218 -4.590 0.035
H -4.638 2.489 -5.073 0.272
H -3.308 2.949 -6.166 0.270
H -4.152 4.760 -4.977 0.293
C 2.798 5.641 2.634 -0.646
O 3.182 4.314 2.276 -0.395
H 2.818 5.711 3.717 0.310
H 3.494 6.371 2.214 0.304
H 1.785 5.860 2.283 0.217
H 3.164 4.263 1.315 0.212
C -3.327 -4.293 -0.155 -0.567
O -2.220 -4.593 0.703 -0.307
H -3.701 -5.223 -0.575 0.147
H -4.125 -3.814 0.404 0.356
H -3.001 -3.637 -0.967 0.186
H -1.903 -3.756 1.065 0.143
C -0.073 0.795 3.506 -0.560
O -0.936 0.366 2.444 -0.446
H 0.955 0.641 3.195 0.169
H -0.227 1.855 3.722 0.310
H -0.258 0.208 4.405 0.331
H -1.845 0.500 2.729 0.227
C 6.364 5.271 1.911 -0.442
O 5.936 5.586 0.586 -0.436
H 7.020 6.062 2.263 0.247
H 5.502 5.200 2.574 0.139
H 6.912 4.326 1.920 0.258
H 5.362 4.872 0.296 0.270
C 3.478 1.541 5.415 -0.403
O 2.435 0.578 5.278 -0.442
H 3.550 2.090 4.480 0.044
H 3.254 2.243 6.222 0.276
H 4.434 1.051 5.615 0.270
H 2.374 0.094 6.108 0.270
C 1.641 -5.119 4.076 -0.506
O 0.926 -4.027 4.638 -0.496
H 2.687 -5.032 4.359 0.266
H 1.244 -6.063 4.457 0.221
H 1.565 -5.106 2.984 0.186
H 0.001 -4.130 4.379 0.324
C 1.909 9.266 -3.012 -0.511
O 1.300 9.526 -1.748 -0.499
H 2.076 8.194 -3.083 0.107
H 1.247 9.583 -3.822 0.304
H 2.865 9.787 -3.091 0.312
H 1.149 10.474 -1.678 0.313
C 3.943 -3.367 -1.832 -0.694
O 2.910 -2.404 -2.054 -0.460
H 3.508 -4.354 -1.962 0.230
H 4.754 -3.237 -2.550 0.293
H 4.337 -3.283 -0.817 0.300
H 3.298 -1.531 -1.936 0.257
C 1.064 -3.201 -4.927 -0.248
O 0.631 -2.335 -5.979 -0.543
H 0.187 -3.549 -4.387 0.107
H 1.596 -4.061 -5.341 0.339
H 1.718 -2.661 -4.241 0.070
H 1.415 -2.037 -6.451 0.295
C -0.747 -6.619 -2.407 -0.468
O -1.616 -7.695 -2.075 -0.543
H -0.172 -6.902 -3.285 0.285
H -1.328 -5.720 -2.635 0.184
H -0.062 -6.417 -1.579 0.239
H -2.118 -7.432 -1.297 0.302
C -7.625 -4.088 0.247 -0.535
O -6.365 -4.587 -0.187 -0.427
H -7.616 -3.004 0.157 0.262
H -8.431 -4.488 -0.373 0.259
H -7.797 -4.359 1.291 0.159
H -6.398 -5.546 -0.095 0.284
C -2.041 -6.640 3.330 -0.494
O -1.899 -5.326 3.872 -0.471
H -1.378 -7.310 3.871 0.322
H -3.069 -6.991 3.443 0.195
H -1.765 -6.637 2.274 0.171
H -2.491 -4.754 3.371 0.279
C -6.502 -6.444 3.289 -0.386
O -7.366 -6.866 2.237 -0.524
H -5.479 -6.615 2.966 0.023
H -6.635 -5.380 3.500 0.261
H -6.688 -7.020 4.199 0.335
H -8.271 -6.715 2.528 0.301

---

(2)
8
Properties=species:S:1:pos:R:3:mulliken_charge:R:1 method="wB97M-V/def2-TZVPD" homo_lumo_gap_ha=0.2954 e_lumo_ev=-0.971 molar_mass_g_mol=131.11 relative_energy_kj_mol=127.5 energy_ev=-40865.161
Si -1.003 -0.941 -0.903 0.606
Si 0.836 1.594 1.590 0.262
Cl 1.999 1.765 -0.108 -0.190
Cl -0.207 -2.174 0.483 -0.224
H 0.078 -0.487 -1.767 -0.110
H -1.964 -1.727 -1.673 -0.145
H -1.654 0.158 -0.205 -0.117
H 1.917 1.813 2.583 -0.082

---

(3)
70
Properties=species:S:1:pos:R:3:mulliken_charge:R:1 method="wB97M-V/def2-TZVPD" homo_lumo_gap_ha=0.1845 e_lumo_ev=0.875 molar_mass_g_mol=561.57 total_charge=-1 energy_ev=-52985.571
C -6.451 -1.359 -2.313 -0.455
C -6.248 -0.114 -1.692 -0.463
C -5.058 0.592 -1.889 -0.424
C -4.065 0.053 -2.713 0.922
C -2.742 0.718 -2.863 -1.073
O -1.974 0.318 -1.682 -0.193
C -0.701 0.708 -1.786 0.237
N 0.007 0.308 -0.574 -0.226
N 1.230 0.569 -0.752 0.475
C 2.108 -0.477 -1.114 0.347
O 3.055 -0.277 -1.860 -0.632
O 1.781 -1.662 -0.586 -0.070
C 2.700 -2.706 -0.969 -0.839
C 2.296 -3.878 -0.145 0.801
C 2.741 -3.994 1.180 -0.147
C 2.236 -5.019 1.993 -0.587
C 1.287 -5.920 1.497 -0.456
C 0.888 -5.832 0.156 -0.424
C 1.407 -4.825 -0.664 -0.571
O -0.221 1.307 -2.735 -0.575
C -4.272 -1.174 -3.354 -0.512
C -5.457 -1.875 -3.149 -0.434
H -7.373 -1.921 -2.156 0.354
H -7.025 0.298 -1.051 0.362
H -4.886 1.568 -1.422 0.387
H -2.195 0.364 -3.743 0.354
H -2.821 1.817 -2.874 0.381
H 2.570 -2.888 -2.041 0.343
H 3.728 -2.376 -0.767 0.200
H 3.475 -3.276 1.546 0.273
H 2.588 -5.099 3.022 0.367
H 0.863 -6.696 2.146 0.350
H 0.168 -6.540 -0.257 0.355
H 1.123 -4.744 -1.716 0.324
H -3.481 -1.546 -4.010 0.323
H -5.589 -2.838 -3.651 0.341
C -2.122 -0.354 4.081 -1.260
C -0.701 -0.533 3.631 -0.246
O -0.526 0.272 2.451 -0.050
C 0.771 0.430 2.105 0.214
C 0.972 1.717 1.378 0.820
C 0.054 2.810 1.665 -0.191
C 0.014 3.876 0.620 0.642
C 0.362 3.590 -0.702 0.489
C 0.339 4.568 -1.691 -1.029
C -0.001 5.881 -1.329 -0.517
C -0.405 6.166 -0.013 -0.476
C -0.463 5.151 0.941 -0.857
O -0.679 2.873 2.658 -0.739
C 2.310 1.966 0.783 0.397
O 2.674 3.016 0.265 -0.759
O 3.095 0.878 0.854 0.162
C 4.476 1.121 0.545 -0.496
C 5.160 -0.089 1.087 -0.891
O 1.645 -0.350 2.452 -0.670
H -2.262 -0.904 5.013 0.406
H -2.331 0.702 4.272 0.254
H -2.839 -0.725 3.346 0.288
H -0.034 -0.185 4.431 0.289
H -0.462 -1.575 3.386 0.280
H 0.661 2.574 -0.918 0.571
H 0.622 4.288 -2.703 0.423
H 0.034 6.672 -2.077 0.360
H -0.674 7.183 0.275 0.355
H -0.823 5.328 1.954 0.423
H 4.609 1.231 -0.540 0.279
H 4.819 2.021 1.072 0.398
H 6.239 0.076 1.106 0.458
H 4.825 -0.292 2.108 0.221
H 4.947 -0.967 0.476 0.038

---

(4)
21
Properties=species:S:1:pos:R:3:mulliken_charge:R:1 method="wB97M-V/def2-TZVPD" homo_lumo_gap_ha=0.1914 e_lumo_ev=2.041 molar_mass_g_mol=113.18 total_charge=-1 relative_energy_kj_mol=512.7 energy_ev=-9511.102
C -2.548 -0.526 -0.916 -0.416
O -3.698 -0.076 -0.442 -0.830
C -1.520 -0.883 0.284 -0.937
C -0.107 -1.230 -0.008 -0.248
C 1.034 -0.540 0.344 0.880
C 2.341 -1.028 0.301 -0.809
C 0.885 0.925 0.768 -0.523
C -0.036 1.886 0.053 -1.048
H -2.032 0.139 -1.677 0.202
H -2.636 -1.499 -1.460 0.238
H -1.982 -1.714 0.823 0.433
H -1.537 -0.053 0.975 0.361
H 3.892 0.364 -0.251 0.996
H 0.108 -2.173 -0.525 0.280
H 2.553 -1.977 -0.199 0.293
H 3.248 -0.304 0.096 -1.305
H 0.982 0.934 1.896 0.292
H 1.924 1.253 0.518 0.288
H -0.773 1.468 -0.623 0.202
H -0.635 2.541 0.678 0.262
H 0.537 2.490 -0.633 0.388